{"formula": "C4H14O3", "method": "ωB97M-V/def2-TZVPD", "symbols": ["C", "C", "C", "C", "O", "H", "H", "H", "H", "H", "H", "H", "H", "H", "H", "O", "H", "H", "O", "H", "H"], "xyz": [[2.322, -0.536, 0.034], [0.935, -0.833, 0.862], [-0.387, -0.715, 0.151], [-1.239, -1.908, 0.304], [-1.111, 0.450, 0.468], [3.048, 0.056, 0.699], [3.003, -1.494, -0.029], [2.143, 0.015, -0.822], [0.997, -0.294, 1.804], [1.098, -1.822, 1.144], [-0.102, -0.571, -0.912], [-2.303, -1.548, 0.122], [-1.317, -2.301, 1.332], [-0.980, -2.698, -0.258], [-0.555, 1.252, 0.631], [-4.081, 0.867, -1.013], [-3.725, 1.371, -1.771], [-3.198, 0.509, -0.605], [1.786, 3.121, -0.453], [1.339, 3.971, -0.453], [2.326, 3.108, -1.236]], "atomic_forces_ev_per_a": [[1.320, -1.677, 4.271], [2.816, 0.986, -0.537], [2.068, 1.157, -1.582], [-3.685, 2.477, 2.875], [-0.553, 1.461, 0.917], [-1.344, -0.269, -0.865], [-1.841, 1.541, -0.747], [-0.068, 0.684, -1.990], [-0.396, 0.392, 0.016], [-0.148, -1.916, 0.606], [-0.302, -0.543, 0.065], [1.111, -0.848, -0.308], [0.403, 0.444, -0.072], [0.884, -2.572, -2.417], [-0.346, -1.341, -0.358], [2.903, -0.639, 0.443], [-0.439, -0.289, 0.462], [-2.327, 0.988, -0.808], [-0.373, -0.187, 0.568], [0.011, 0.103, -0.064], [0.305, 0.046, -0.475]], "molar_mass_g_mol": 110.2, "energy_ha": -386.46304, "lumo_energy_ev": 0.48, "smiles": "CC[C@@H](C)O.O.O", "multiplicity": 1, "e_homo_ev": -10.15, "gap_ev": 10.63}

---

{"formula": "C4H14O3", "method": "ωB97M-V/def2-TZVPD", "symbols": ["C", "C", "C", "C", "H", "H", "H", "H", "H", "H", "H", "H", "O", "H", "H", "O", "H", "H", "O", "H", "H"], "xyz": [[-0.455, 0.969, -3.572], [-0.503, 0.213, -2.477], [-1.799, 0.092, -1.717], [0.688, -0.566, -1.971], [0.360, 1.051, -4.272], [-1.261, 1.694, -3.623], [-2.492, -0.536, -2.280], [-2.303, 1.064, -1.776], [-1.715, -0.216, -0.687], [1.587, -0.209, -2.466], [0.436, -1.607, -2.193], [0.851, -0.422, -0.908], [0.395, 0.827, 2.311], [-0.547, 0.926, 2.462], [0.618, -0.067, 2.038], [1.279, -1.673, 0.951], [1.595, -2.315, 0.304], [0.841, -2.254, 1.586], [0.631, 0.972, 6.463], [0.663, 0.344, 5.732], [1.130, 1.712, 6.097]], "atomic_forces_ev_per_a": [[-0.505, 0.605, 0.842], [0.720, -0.019, 0.176], [-0.352, 0.957, -0.866], [-0.722, 0.150, -0.632], [0.275, -0.011, 0.177], [-0.178, -0.195, -0.839], [0.139, -0.491, 0.282], [0.070, -0.003, 0.378], [0.103, -0.198, 0.269], [0.095, -0.388, -0.282], [0.646, -0.238, 0.247], [-0.314, -0.064, 0.084], [0.407, 0.509, 0.309], [-0.043, -0.395, -0.130], [-0.322, 0.008, -0.222], [-0.158, -0.679, 0.364], [0.136, 0.306, -0.208], [0.007, 0.133, 0.109], [0.201, 0.025, -0.389], [-0.132, -0.103, 0.121], [-0.072, 0.093, 0.212]], "molar_mass_g_mol": 110.2, "energy_ha": -386.47625, "lumo_energy_ev": 0.27, "smiles": "C=C(C)C.O.O.O", "multiplicity": 1, "e_homo_ev": -9.02, "gap_ev": 9.28}

---

{"formula": "C4H14O3S", "method": "ωB97M-V/def2-TZVPD", "symbols": ["O", "C", "C", "C", "C", "S", "H", "H", "H", "H", "H", "H", "H", "H", "H", "H", "O", "H", "H", "O", "H", "H"], "xyz": [[1.848, 0.344, 1.313], [0.516, 0.452, 1.879], [-0.471, 0.110, 0.748], [-0.695, -1.368, 0.532], [-1.695, -1.436, -0.666], [-1.765, -3.042, -1.501], [2.172, -0.540, 1.174], [0.608, -0.289, 2.709], [0.452, 1.478, 2.241], [-0.181, 0.660, -0.156], [-1.447, 0.498, 1.038], [-1.201, -1.809, 1.402], [0.179, -1.906, 0.154], [-2.751, -1.158, -0.444], [-1.419, -0.676, -1.421], [-1.067, -2.696, -2.640], [0.127, 0.607, -2.482], [0.995, 0.866, -2.145], [-0.162, 1.394, -2.959], [1.784, 2.917, 0.063], [1.954, 2.055, 0.486], [2.221, 3.540, 0.677]], "atomic_forces_ev_per_a": [[0.630, 1.540, -0.224], [1.302, -1.731, -0.694], [-0.149, 0.655, 1.707], [-1.278, 0.273, -1.725], [-0.490, 0.688, -0.458], [0.419, -0.007, -0.873], [-0.353, -0.520, 0.111], [-1.196, 0.695, -0.218], [-0.173, -0.162, 0.021], [0.055, -0.326, 0.282], [-0.197, 0.291, 0.011], [0.684, -0.208, -0.082], [0.083, -0.080, 0.650], [0.780, -0.320, 0.461], [0.132, -0.577, 0.388], [-0.440, -0.219, 0.867], [0.289, 0.283, -0.155], [-0.087, -0.084, 0.020], [-0.076, -0.084, 0.003], [0.439, 0.241, 0.753], [-0.014, -0.023, -0.241], [-0.358, -0.324, -0.603]], "molar_mass_g_mol": 142.2, "energy_ha": -784.68082, "lumo_energy_ev": 0.64, "smiles": "OCCCCS.O.O", "multiplicity": 1, "e_homo_ev": -8.79, "gap_ev": 9.43}

---

{"formula": "C4H14O5", "method": "ωB97M-V/def2-TZVPD", "symbols": ["O", "C", "C", "O", "H", "H", "H", "H", "H", "H", "O", "C", "C", "O", "H", "H", "H", "H", "H", "H", "O", "H", "H"], "xyz": [[1.264, -2.104, 1.077], [1.688, -2.311, -0.249], [2.996, -1.666, -0.621], [2.890, -0.238, -0.694], [1.257, -1.157, 1.258], [1.802, -3.389, -0.374], [0.925, -2.025, -0.989], [3.254, -2.057, -1.619], [3.809, -1.969, 0.041], [3.707, 0.142, -0.360], [-1.569, 2.087, -0.853], [-2.886, 1.912, -0.242], [-2.752, 1.177, 1.078], [-2.200, -0.110, 0.929], [-1.713, 2.392, -1.752], [-3.374, 2.879, -0.119], [-3.432, 1.276, -0.942], [-3.774, 1.037, 1.443], [-2.181, 1.779, 1.791], [-1.240, -0.012, 1.017], [0.383, 0.590, 0.362], [-0.051, 1.354, -0.051], [1.195, 0.414, -0.132]], "atomic_forces_ev_per_a": [[0.290, 0.007, 0.061], [-0.248, -0.183, -0.100], [0.320, -0.390, -0.740], [-0.040, -0.177, 0.241], [-0.250, 0.024, -0.049], [0.117, -0.031, 0.087], [-0.021, 0.242, 0.206], [0.002, 0.175, 0.116], [-0.135, 0.096, 0.262], [-0.088, 0.082, -0.030], [-0.618, 0.352, 0.548], [0.908, -0.506, -0.769], [-0.247, -0.076, -0.271], [-0.055, 0.231, 0.248], [0.112, -0.004, -0.007], [-0.056, 0.027, 0.072], [-0.356, 0.091, 0.203], [0.076, 0.192, 0.206], [-0.072, 0.021, 0.049], [0.031, -0.327, -0.347], [0.225, 0.237, 0.293], [-0.034, -0.196, -0.163], [0.140, 0.111, -0.116]], "molar_mass_g_mol": 142.2, "energy_ha": -536.97131, "lumo_energy_ev": 0.63, "smiles": "OCCO.OCCO.O", "multiplicity": 1, "e_homo_ev": -9.86, "gap_ev": 10.49}

---

{"formula": "C4H15FNO9P2SSi2", "method": "ωB97M-V/def2-TZVPD", "symbols": ["N", "P", "Si", "O", "Si", "F", "C", "O", "O", "P", "O", "O", "O", "H", "H", "H", "H", "H", "H", "H", "O", "S", "O", "O", "C", "C", "C", "H", "H", "H", "H", "H", "H", "H", "H"], "xyz": [[3.368, 2.705, 1.835], [3.588, 1.171, 2.289], [1.549, 0.300, 2.549], [0.896, -0.005, 0.997], [1.767, -1.330, 0.341], [0.906, -2.737, 0.464], [1.596, -1.344, 3.501], [2.637, -1.838, 3.999], [0.478, -1.962, 3.605], [0.331, 1.753, 3.718], [0.037, 2.919, 2.837], [1.186, 2.161, 5.101], [-1.104, 1.019, 4.082], [3.817, 2.846, 0.925], [4.279, 1.139, 3.537], [4.356, 0.541, 1.269], [3.042, -1.542, 1.044], [1.991, -1.017, -1.072], [2.114, 1.961, 4.872], [-1.759, 1.531, 3.573], [-0.259, -0.544, -3.027], [-1.447, 0.200, -3.316], [-2.067, 1.036, -2.336], [-2.549, -0.798, -3.921], [-2.892, -1.966, -3.162], [-3.799, -1.634, -1.993], [-1.184, 1.154, -4.779], [-1.990, -2.484, -2.828], [-3.416, -2.637, -3.845], [-3.275, -1.035, -1.247], [-4.148, -2.547, -1.507], [-4.662, -1.055, -2.326], [-0.751, 0.514, -5.545], [-0.497, 1.960, -4.528], [-2.137, 1.565, -5.107]], "atomic_forces_ev_per_a": [[0.410, -0.739, -0.235], [0.159, 2.655, -0.859], [-0.841, -2.060, -0.343], [1.898, -0.978, 0.660], [-2.047, -0.335, 0.409], [0.915, 1.584, -0.378], [-1.335, -3.255, 1.538], [0.871, 1.519, -0.562], [0.720, 1.977, -0.962], [-0.891, 1.728, -0.534], [0.000, -0.522, 0.831], [-0.983, -1.107, -1.461], [1.462, 0.737, 0.384], [-0.204, 0.192, 0.457], [0.107, -0.688, -0.252], [-0.034, -0.661, 0.784], [-0.088, -0.002, 0.054], [-0.100, -0.117, -0.127], [-0.306, 0.207, 0.396], [0.271, -0.133, 0.181], [-0.192, 0.044, 0.198], [-0.212, 0.037, -0.378], [0.208, -0.179, 0.025], [0.297, 0.338, -0.243], [-0.301, -0.584, 0.599], [0.079, 0.257, 0.183], [-0.074, -0.056, -0.164], [0.073, 0.184, -0.055], [0.129, 0.240, -0.227], [-0.007, -0.065, -0.018], [0.038, -0.020, -0.090], [0.003, -0.092, -0.042], [-0.026, -0.001, 0.051], [-0.020, -0.078, 0.127], [0.024, -0.027, 0.051]], "molar_mass_g_mol": 390.3, "energy_ha": -2653.30029, "lumo_energy_ev": 2.01, "multiplicity": 1, "e_homo_ev": -4.60, "gap_ev": 6.62, "charge": -1}

---

{"formula": "C4H15N2O", "method": "ωB97M-V/def2-TZVPD", "symbols": ["C", "C", "C", "C", "N", "N", "H", "H", "H", "H", "H", "H", "H", "H", "H", "H", "H", "H", "H", "H", "H", "O"], "xyz": [[0.429, 0.852, -2.975], [0.103, 0.825, -1.498], [-0.731, -0.416, -1.112], [-0.822, -0.621, 0.371], [0.013, -0.006, 3.297], [-0.494, 2.109, -1.116], [0.996, -0.028, -3.288], [0.975, 1.756, -3.235], [-0.489, 0.831, -3.571], [1.015, 0.757, -0.895], [-0.232, -1.273, -1.574], [-1.728, -0.352, -1.563], [-1.584, -0.016, 0.848], [-0.640, -1.625, 0.714], [-0.889, -0.424, 3.107], [-0.099, 0.634, 4.072], [0.265, 0.519, 2.467], [-1.305, 2.335, -1.682], [-0.810, 2.078, -0.153], [0.894, -2.162, 1.361], [1.282, -1.815, 2.761], [1.462, -2.476, 2.073]], "atomic_forces_ev_per_a": [[-0.143, -0.245, -0.290], [-0.149, 0.291, 0.432], [0.712, -0.160, -0.008], [-0.866, 0.070, -1.356], [0.062, -0.154, -0.024], [-0.138, -0.045, 0.087], [0.106, 0.104, 0.134], [0.096, -0.006, 0.020], [-0.058, 0.112, 0.078], [0.158, -0.038, -0.282], [-0.079, -0.059, 0.053], [-0.071, 0.123, 0.010], [0.222, -0.084, 0.485], [-0.160, 0.007, 0.428], [-0.031, 0.011, 0.087], [0.050, 0.035, -0.020], [0.015, 0.086, 0.109], [0.024, -0.122, -0.061], [0.044, 0.073, -0.004], [0.313, -0.155, 0.016], [0.057, -0.082, 0.022], [-0.165, 0.236, 0.085]], "molar_mass_g_mol": 107.2, "energy_ha": -346.07522, "lumo_energy_ev": [0.78, -0.51], "multiplicity": 2, "e_homo_ev": [-8.93, -9.52], "gap_ev": [9.71, 9.01]}

---

{"formula": "C4H15N2O", "method": "ωB97M-V/def2-TZVPD", "symbols": ["C", "C", "C", "C", "N", "N", "H", "H", "H", "H", "H", "H", "H", "H", "H", "H", "H", "H", "H", "H", "H", "O"], "xyz": [[-2.019, 1.418, -0.556], [-0.686, 0.691, -0.446], [0.002, 0.782, 0.953], [1.472, 0.393, 1.053], [1.977, -0.097, -0.249], [0.343, 1.256, -1.390], [-2.591, 1.256, 0.360], [-2.653, 1.040, -1.353], [-1.769, 2.474, -0.597], [-0.693, -0.363, -0.725], [-0.605, 0.206, 1.644], [-0.062, 1.846, 1.182], [2.076, 1.275, 1.243], [1.719, -0.373, 1.791], [2.981, -0.192, -0.301], [1.467, 0.566, -0.997], [1.580, -0.957, -0.625], [0.372, 2.272, -1.330], [0.146, 1.037, -2.364], [-0.514, -4.333, 0.268], [-1.218, -4.243, 1.528], [-1.084, -3.726, 0.750]], "atomic_forces_ev_per_a": [[0.351, -0.765, 1.055], [1.698, -0.326, -0.224], [-1.111, 0.552, -0.475], [0.520, -0.554, -0.289], [0.666, -1.276, -0.621], [-0.973, 0.675, -0.976], [0.015, 0.050, 0.035], [0.246, 0.354, -0.340], [-0.455, 0.248, -0.326], [-0.669, -0.126, 0.000], [-0.033, 0.133, 0.223], [-0.164, -0.010, 0.541], [0.034, -0.018, 0.255], [-0.387, 0.287, 0.148], [0.258, 0.134, 0.085], [0.211, 1.021, -0.049], [0.036, -0.516, 0.892], [0.007, -0.007, 0.041], [-0.302, 0.087, 0.048], [0.071, 0.125, -0.491], [-0.534, -0.293, 1.218], [0.516, 0.226, -0.752]], "molar_mass_g_mol": 107.2, "energy_ha": -345.90750, "lumo_energy_ev": -2.95, "multiplicity": 1, "e_homo_ev": -14.50, "gap_ev": 11.55, "charge": 1}

---

{"formula": "C4H15N2O", "method": "ωB97M-V/def2-TZVPD", "symbols": ["N", "C", "C", "C", "N", "C", "H", "H", "H", "H", "H", "H", "H", "H", "H", "H", "H", "H", "H", "H", "H", "O"], "xyz": [[1.728, 0.355, -0.428], [0.589, -0.629, -0.342], [1.098, -1.943, 0.240], [-0.566, -0.024, 0.443], [-1.571, -1.031, 0.798], [-2.863, -0.772, 0.130], [1.445, 1.349, -0.397], [2.246, 0.235, -1.302], [2.419, 0.242, 0.325], [0.308, -0.802, -1.380], [1.325, -1.767, 1.304], [0.250, -2.609, 0.339], [1.990, -2.362, -0.216], [-1.007, 0.795, -0.137], [-0.129, 0.471, 1.322], [-1.783, -0.797, 1.761], [-3.608, -1.505, 0.433], [-2.725, -0.907, -0.942], [-3.290, 0.207, 0.356], [0.354, 3.310, -1.049], [1.702, 3.937, -0.666], [1.171, 3.148, -0.571]], "atomic_forces_ev_per_a": [[0.698, 0.317, 0.096], [0.230, -1.021, -0.552], [-0.286, 0.784, 1.454], [0.207, 0.332, -0.087], [-0.422, 1.211, 0.562], [0.079, -0.481, -0.432], [-0.150, 0.231, -0.119], [-0.065, -0.050, 0.097], [-0.361, -0.183, -0.054], [-0.184, 0.087, -0.066], [0.269, 0.091, -0.149], [0.085, -0.390, -0.592], [-0.202, -0.119, -0.383], [-0.018, 0.007, -0.125], [-0.175, -0.305, 0.154], [0.174, -0.648, 0.334], [0.172, -0.167, 0.137], [-0.131, 0.215, -0.102], [0.175, 0.182, -0.155], [-0.172, 0.247, -0.090], [0.211, 0.304, -0.013], [-0.135, -0.644, 0.085]], "molar_mass_g_mol": 107.2, "energy_ha": -345.90794, "lumo_energy_ev": -3.18, "multiplicity": 1, "e_homo_ev": -13.06, "gap_ev": 9.88, "charge": 1}

---

{"formula": "C4H15N2O", "method": "ωB97M-V/def2-TZVPD", "symbols": ["C", "C", "C", "C", "N", "N", "H", "H", "H", "H", "H", "H", "H", "H", "H", "H", "H", "H", "H", "H", "H", "O"], "xyz": [[1.583, -1.880, 0.318], [0.515, -0.878, -0.112], [0.153, -0.030, 1.109], [-1.244, 0.663, 0.942], [-1.453, 0.981, -0.522], [-0.661, -1.622, -0.701], [2.454, -1.379, 0.839], [1.923, -2.295, -0.547], [1.199, -2.609, 1.008], [0.805, -0.338, -0.953], [0.955, 0.656, 1.282], [0.077, -0.749, 2.005], [-2.058, 0.020, 1.344], [-1.358, 1.662, 1.400], [-2.451, 1.192, -0.630], [-1.269, 0.112, -0.964], [-0.684, 1.688, -0.752], [-0.999, -2.266, 0.052], [-0.463, -2.110, -1.582], [0.768, 3.779, -0.958], [1.486, 2.620, -1.560], [0.724, 2.784, -1.018]], "atomic_forces_ev_per_a": [[0.448, 0.577, 1.892], [-2.003, 0.375, 0.215], [-1.942, -1.259, 1.134], [0.149, 0.474, 0.544], [0.143, 0.453, 1.884], [2.887, -2.040, 2.948], [-1.165, 0.038, -0.568], [1.220, -1.664, -2.197], [-0.178, -0.473, 0.246], [1.253, 1.341, -1.123], [0.455, 0.473, 0.112], [0.173, 1.291, -1.139], [0.428, 0.397, -0.602], [0.491, -0.703, 0.392], [0.418, 0.736, -0.607], [-0.193, -0.488, -1.385], [-1.022, 0.136, -0.558], [-0.772, 0.381, -0.973], [-0.534, 0.243, -0.305], [-0.469, -1.289, 0.179], [0.691, -0.479, -0.581], [-0.479, 1.481, 0.493]], "molar_mass_g_mol": 107.2, "energy_ha": -345.41521, "lumo_energy_ev": [-7.11, -13.40], "multiplicity": 2, "e_homo_ev": [-19.67, -19.67], "gap_ev": [12.56, 6.27], "charge": 2}

---

{"formula": "C4H15N2O2", "method": "ωB97M-V/def2-TZVPD", "symbols": ["C", "C", "C", "C", "N", "N", "H", "H", "H", "H", "H", "H", "H", "H", "H", "H", "H", "H", "H", "O", "H", "H", "O"], "xyz": [[-0.628, -1.314, 0.953], [0.461, -1.675, -0.117], [1.271, -0.650, -0.683], [1.169, 0.765, -0.281], [0.172, 1.671, -0.998], [0.147, -0.965, 2.166], [-1.163, -0.470, 0.518], [-1.153, -2.198, 1.291], [0.944, -2.612, 0.199], [-0.234, -2.002, -0.967], [2.296, -0.874, -0.962], [0.937, 0.919, 0.765], [2.114, 1.233, -0.534], [-0.773, 1.331, -1.157], [0.522, 1.898, -1.921], [1.003, -0.446, 2.201], [-0.459, -0.802, 2.954], [-0.896, 2.472, 0.839], [-1.759, 2.988, 2.076], [-1.205, 2.275, 1.733], [-0.314, -0.654, -2.214], [-1.229, -0.446, -3.413], [-1.221, -0.445, -2.448]], "atomic_forces_ev_per_a": [[3.051, 1.652, 0.814], [-2.005, -1.206, -0.362], [0.917, -0.035, 3.701], [-1.142, 2.072, -2.037], [0.480, -0.259, -0.026], [-0.996, -0.997, 0.004], [-0.839, -0.213, 0.328], [-0.693, 0.061, -0.861], [0.593, 0.268, -0.688], [0.577, -0.130, 0.217], [-0.259, -0.592, -1.191], [-0.028, -0.613, 0.359], [0.192, 0.062, 0.298], [0.201, -0.559, 0.357], [0.126, 0.093, 0.046], [-0.180, 0.287, -0.329], [0.225, 0.173, 0.117], [-0.284, 0.571, 0.207], [0.259, -0.045, -0.453], [0.148, -0.520, 0.112], [-0.179, 0.084, -0.540], [-0.189, -0.022, -0.054], [0.024, -0.133, -0.020]], "molar_mass_g_mol": 123.2, "energy_ha": -420.99640, "lumo_energy_ev": -7.56, "multiplicity": 1, "e_homo_ev": -13.00, "gap_ev": 5.45, "charge": 1}